Formula: C12H31ClO2P2
Source: OMol25
Level of theory: ωB97M-V/def2-TZVPD

Output
- frontier orbital gap (hartree) = 0.2864
- LUMO energy (eV) = 0.6
- max |F| (eV/A) = 0.3
- SMILES = CCOC[PH2](C[C@H](C)Cl)P(CC)CC.CCO

```
48
Properties=species:S:1:pos:R:3:forces:R:3:lowdin_charge:R:1
C -2.3251 3.4231 0.8483 0.0 0.0 0.0 -0.0731
C -1.5114 2.6671 -0.1788 0.0 0.1 0.0 -0.2967
O -0.4264 2.0393 0.4765 0.0 -0.1 0.0 -0.2359
C 0.4150 1.2959 -0.3837 -0.1 0.0 0.0 -0.3933
P 1.2865 -0.0547 0.6377 0.2 0.1 -0.2 0.6847
C -0.2838 -0.9785 0.9129 -0.1 0.0 0.1 -0.3720
C -0.6254 -1.8802 -0.2880 0.0 0.1 -0.1 -0.7797
C -2.0561 -1.6933 -0.7579 0.0 -0.1 0.0 -0.1320
Cl -0.3381 -3.6139 0.1142 0.0 0.0 0.0 0.5743
P 2.6481 -1.5705 1.7160 0.0 0.1 0.1 0.7815
C 2.3090 -1.0881 3.4786 0.0 0.0 0.0 -0.5013
C 1.1285 -1.8262 4.1234 0.1 -0.1 0.0 -0.1851
C 4.1749 -0.5464 1.4580 0.1 0.0 0.0 -0.5356
C 5.4737 -1.3173 1.7021 -0.1 -0.1 0.1 -0.1907
H -3.1491 3.9549 0.3700 0.0 0.0 0.0 0.0740
H -1.7018 4.1517 1.3679 0.0 0.0 0.0 0.0773
H -2.7415 2.7380 1.5881 0.0 0.0 0.0 0.0759
H -1.1381 3.3461 -0.9574 0.0 0.0 0.0 0.1218
H -2.1250 1.9049 -0.6811 0.0 0.0 0.0 0.1007
H 1.1892 1.9393 -0.8281 0.0 0.0 0.0 0.0873
H -0.1668 0.8561 -1.2090 0.1 -0.1 0.0 0.0852
H 2.1032 -0.3090 -0.5229 -0.1 -0.1 0.0 0.0054
H 1.6647 0.9640 1.5709 -0.1 -0.1 0.2 0.0263
H -1.0679 -0.2287 1.0340 0.0 0.0 0.0 0.0820
H -0.2276 -1.5610 1.8297 0.0 0.0 0.0 0.0399
H 0.0553 -1.7016 -1.1202 0.0 0.1 0.0 0.0758
H -2.2353 -2.2152 -1.6974 0.0 -0.1 0.0 0.0761
H -2.2537 -0.6345 -0.9220 0.0 0.0 -0.1 0.0523
H -2.7534 -2.0718 -0.0081 0.0 0.0 0.0 0.0835
H 3.2306 -1.2915 4.0302 0.0 0.0 0.0 0.0616
H 2.1610 -0.0007 3.5329 0.0 0.0 0.0 0.0534
H 0.1990 -1.2625 4.0307 0.0 0.0 0.0 0.0577
H 0.9724 -2.8054 3.6643 0.0 0.0 0.0 0.0554
H 1.2995 -1.9927 5.1881 0.0 0.1 0.0 0.0630
H 4.1661 -0.1662 0.4292 0.0 -0.1 0.0 0.0451
H 4.1325 0.3338 2.1098 0.0 0.0 0.0 0.0647
H 6.3530 -0.7277 1.4355 0.0 0.0 0.0 0.0621
H 5.5653 -1.5972 2.7541 0.0 0.0 0.0 0.0588
H 5.4880 -2.2407 1.1212 0.0 0.0 0.0 0.0575
C -2.9912 1.0202 -5.4708 0.0 0.0 0.0 -0.0919
C -3.3418 0.0554 -4.3561 0.0 0.0 0.0 -0.3204
O -3.1006 0.6037 -3.0637 0.0 0.1 0.0 -0.0999
H -1.9472 1.3248 -5.3981 0.0 0.0 0.0 0.0760
H -3.1521 0.5562 -6.4450 0.0 0.0 0.0 0.0747
H -3.6155 1.9155 -5.4215 0.0 0.0 0.0 0.0724
H -2.7145 -0.8348 -4.4091 0.0 0.0 0.0 0.1105
H -4.3830 -0.2722 -4.4440 0.0 0.0 0.0 0.1101
H -3.6429 1.3921 -2.9616 0.0 0.0 0.0 0.0807
```
Forces are in eV/Å.

Formula: C56H47N4
Source: OMol25
Level of theory: ωB97M-V/def2-TZVPD

Output
- ΔE to the lowest compared entry with this formula, charge and spin (kcal/mol) = 0.0
- frontier orbital gap (hartree) = 0.1669
- LUMO energy (eV) = -4.5
- charge = +1
- max |F| (eV/A) = 2.6

```
107
Properties=species:S:1:pos:R:3:forces:R:3:lowdin_charge:R:1
N 6.2974 1.3489 5.1982 -2.5 0.1 -0.5 0.1412
C 5.1439 1.3950 4.9934 2.3 -0.1 0.4 -0.1882
C 3.7274 1.4709 4.7496 -0.1 0.2 0.0 -0.2460
C 2.8331 0.6827 5.4943 0.1 0.0 0.1 -0.0209
C 1.4687 0.8085 5.3022 0.0 -0.1 -0.5 -0.0286
C 0.9753 1.5150 4.1617 0.9 0.1 0.1 -0.2322
C -0.3159 1.2711 3.5944 -0.9 -0.1 0.9 -0.0724
C -1.2232 0.3396 4.1600 0.7 1.1 -0.6 -0.1686
N -2.5222 0.7032 4.3423 0.8 -0.6 -0.3 -0.0427
C -2.9327 2.1030 4.4539 -0.4 0.8 -0.4 -0.1330
C -4.4631 2.0838 4.6296 0.0 0.0 0.3 -0.1489
C -4.9087 0.6379 4.3625 -0.2 0.0 -0.3 -0.1528
C -3.6480 -0.2290 4.3677 -0.4 -0.4 0.3 -0.1406
C -0.7568 -1.0459 4.4367 0.1 -0.5 0.8 -0.1628
C 0.3476 -1.5731 3.7320 -0.6 -0.3 -0.2 -0.0478
C 0.6428 -2.9328 3.7783 -0.1 0.1 0.3 -0.0710
C -0.0723 -3.7762 4.6396 0.0 0.2 0.1 -0.0677
C -1.0032 -3.2168 5.5240 0.1 0.0 -0.2 -0.0635
C -1.3459 -1.8679 5.4219 0.2 0.0 -0.2 -0.0367
C 1.8595 2.4693 3.5819 -0.2 -0.6 0.0 -0.0684
C 3.2145 2.4264 3.8567 0.2 -0.1 0.1 -0.0454
H 3.2304 -0.0572 6.2010 -0.2 0.6 -0.1 0.1292
H 0.7754 0.3037 5.9784 0.3 -0.1 -0.4 0.1207
H -0.6657 1.9309 2.7961 -0.2 0.3 0.7 0.1117
H -2.4715 2.6235 5.3101 0.2 -0.5 -0.3 0.1350
H -2.6777 2.6843 3.5565 0.0 -0.3 0.2 0.1124
H -4.7246 2.3830 5.6535 0.1 -0.1 -0.3 0.1116
H -4.9556 2.7859 3.9448 0.2 -0.2 0.2 0.1118
H -5.6113 0.2780 5.1160 0.0 0.1 -0.2 0.1111
H -5.3978 0.5677 3.3878 0.0 0.0 0.1 0.1080
H -3.6231 -0.9142 3.5065 0.1 0.2 0.2 0.1330
H -3.6241 -0.8444 5.2762 -0.1 0.2 -0.4 0.0988
H 0.9793 -0.9122 3.1420 -0.3 -0.1 -0.1 0.1073
H 1.4527 -3.3223 3.1581 -0.2 0.1 0.2 0.1117
H 0.1345 -4.8483 4.6551 0.0 0.4 0.1 0.1093
H -1.4649 -3.8285 6.3035 0.1 0.2 -0.3 0.1121
H -2.0481 -1.4475 6.1460 0.3 -0.2 -0.4 0.1124
H 1.4557 3.1913 2.8666 0.2 -0.2 0.2 0.1149
H 3.9058 3.0987 3.3506 -0.2 -0.1 0.2 0.1195
C 7.6583 0.7756 -4.6628 -0.2 -0.1 0.1 -0.0723
C 7.8399 1.0636 -3.3039 -0.1 0.0 -0.2 -0.0661
C 6.7835 1.5758 -2.5588 -0.4 0.0 -0.1 -0.0019
C 5.5454 1.8088 -3.1793 0.5 -0.1 -0.4 -0.2232
N 4.5109 2.4279 -2.4189 -0.8 -0.8 0.7 -0.0154
C 4.3226 3.8223 -2.6347 0.3 0.8 0.1 -0.2304
C 3.5727 4.2270 -3.7396 0.0 0.2 0.3 -0.0091
C 3.3908 5.5900 -3.9780 0.1 -0.3 0.1 -0.0637
C 3.9905 6.5291 -3.1358 0.0 -0.1 0.0 -0.0728
C 4.7768 6.1124 -2.0558 0.0 -0.1 -0.1 -0.0642
C 4.9622 4.7526 -1.8122 -0.2 0.0 -0.2 -0.0144
C 3.5221 1.7201 -1.7197 0.8 0.7 -0.6 -0.1495
C 3.1864 2.1619 -0.4295 -0.4 0.1 0.7 0.0343
C 2.2276 1.4972 0.3008 0.1 0.6 -0.2 0.0308
C 1.3942 0.5163 -0.3045 -0.4 -0.1 0.3 -0.1839
C 0.2649 0.0469 0.4113 1.1 -0.2 -1.4 0.1133
C -0.7529 -0.6985 -0.2684 -0.7 -0.5 -0.6 -0.2214
C -1.1589 -2.0086 0.1219 -0.1 0.7 0.3 0.0073
C -2.0859 -2.7142 -0.6249 0.1 0.0 0.2 0.0156
C -2.7286 -2.0910 -1.7170 -0.1 -0.5 -0.9 -0.1755
N -3.5913 -2.7844 -2.5562 0.6 0.5 0.8 -0.0087
C -4.5526 -2.0857 -3.3319 -0.6 0.1 -0.3 -0.2462
C -4.6131 -2.2850 -4.7138 0.0 0.5 0.2 0.0018
C -5.5271 -1.5374 -5.4589 -0.2 -0.2 0.2 -0.0652
C -6.4681 -0.7294 -4.8120 0.2 0.0 0.1 -0.0769
C -6.4503 -0.6055 -3.4179 0.1 -0.1 -0.1 -0.0700
C -5.4807 -1.2698 -2.6756 0.1 -0.1 -0.2 -0.0267
C -3.7423 -4.1978 -2.5290 -0.5 -0.6 -0.3 -0.2475
C -4.7549 -4.7462 -1.7386 0.3 -0.1 -0.1 -0.0102
C -5.0045 -6.1146 -1.8044 0.1 0.0 -0.1 -0.0656
C -4.2809 -6.9154 -2.6969 0.1 0.1 0.0 -0.0725
C -3.2979 -6.3511 -3.5170 -0.1 0.2 0.1 -0.0661
C -3.0335 -4.9824 -3.4440 -0.1 0.0 0.4 -0.0160
C -2.3887 -0.7718 -2.0778 0.2 0.2 0.1 0.0058
C -1.3579 -0.1286 -1.4293 0.0 -0.3 0.3 -0.0192
C 1.7612 0.0717 -1.6225 0.3 0.2 -0.3 0.0299
C 2.8536 0.6156 -2.2804 -0.5 -0.7 0.2 0.0337
C 5.3778 1.5848 -4.5431 0.3 -0.4 0.1 -0.0222
C 6.4256 1.0135 -5.2742 -0.1 0.2 0.1 -0.0643
H 8.4817 0.3643 -5.2474 -0.2 0.1 0.2 0.1095
H 8.7994 0.8841 -2.8205 -0.2 0.1 -0.2 0.1109
H 6.8928 1.8359 -1.5031 0.0 -0.2 -0.3 0.1210
H 3.1709 3.4584 -4.4054 -0.1 0.4 0.3 0.1110
H 2.7872 5.8925 -4.8316 0.2 0.1 0.2 0.1091
H 3.8557 7.5915 -3.3353 0.0 -0.3 0.1 0.1090
H 5.2571 6.8420 -1.4048 -0.1 -0.1 -0.2 0.1104
H 5.6072 4.3858 -1.0083 -0.3 0.2 -0.2 0.1211
H 3.7309 3.0112 -0.0165 -0.1 -0.3 0.0 0.1225
H 2.0372 1.7587 1.3385 0.1 0.0 -0.2 0.0864
H 0.1525 0.2817 1.4663 0.3 -0.2 0.2 0.0912
H -0.6870 -2.4465 1.0088 -0.3 0.0 -0.4 0.1134
H -2.3462 -3.7439 -0.3718 0.1 0.3 -0.1 0.1217
H -3.9308 -2.9965 -5.1832 -0.2 0.4 0.1 0.1147
H -5.5008 -1.5977 -6.5471 -0.2 -0.1 0.3 0.1096
H -7.2222 -0.1976 -5.3922 0.3 -0.1 0.1 0.1073
H -7.1823 0.0092 -2.8976 0.1 -0.1 -0.2 0.1079
H -5.4322 -1.1947 -1.5850 -0.1 0.1 -0.4 0.1254
H -5.3403 -4.0770 -1.1009 0.2 -0.3 -0.1 0.1255
H -5.7751 -6.5431 -1.1638 0.2 0.0 -0.3 0.1092
H -4.4960 -7.9831 -2.7628 0.1 0.3 0.0 0.1089
H -2.7381 -6.9595 -4.2271 -0.2 0.1 0.2 0.1092
H -2.3068 -4.4949 -4.0992 -0.1 -0.3 0.3 0.1210
H -2.9105 -0.2977 -2.9111 0.3 -0.1 0.3 0.1260
H -1.0383 0.8505 -1.7790 -0.1 -0.1 0.2 0.1272
H 1.1722 -0.6958 -2.1246 0.2 0.1 0.2 0.1273
H 3.1842 0.2505 -3.2541 -0.2 0.0 0.3 0.1238
H 4.4361 1.8678 -5.0166 0.3 -0.3 0.1 0.1060
H 6.2566 0.7625 -6.3212 0.2 0.1 0.2 0.1091
```
Forces are in eV/Å.

Formula: C24H26N4O4
Source: OMol25
Level of theory: ωB97M-V/def2-TZVPD

Output
- ΔE to the lowest compared entry with this formula, charge and spin (kcal/mol) = 14.8
- frontier orbital gap (hartree) = 0.2895
- LUMO energy (eV) = -0.1
- max |F| (eV/A) = 1.1
- SMILES = COc1ccc(CCNC(=O)CCCn2c(=O)c3cccn3c3cccnc32)c(OC)c1

```
58
Properties=species:S:1:pos:R:3:forces:R:3:lowdin_charge:R:1
C -0.0738 -4.1924 -0.1723 -0.2 -0.1 0.0 -0.0877
O 1.2124 -3.6715 -0.3928 0.3 0.2 -0.1 -0.0777
C 1.3255 -2.3620 -0.7609 0.0 0.2 -0.1 -0.2688
C 0.2602 -1.5171 -1.0301 -0.2 -0.4 0.1 -0.0351
C 0.5201 -0.1913 -1.3520 0.3 0.0 0.0 -0.0319
C 1.8025 0.3092 -1.4374 0.0 0.2 -0.1 -0.1621
C 2.0544 1.7719 -1.6689 0.2 -0.1 0.2 -0.1057
C 2.7428 2.4018 -0.4443 0.2 0.0 -0.2 -0.1546
N 2.0534 2.0999 0.7862 -0.2 0.4 -0.3 0.0847
C 2.4974 1.1811 1.6648 -0.3 0.2 0.6 -0.4960
O 3.5590 0.5970 1.5587 0.4 -0.3 -0.1 0.0595
C 1.5370 0.9421 2.8218 0.2 -0.1 -0.1 -0.0899
C 0.5377 -0.1774 2.4682 -0.1 0.1 0.1 -0.1210
C -0.9335 0.2094 2.6950 0.2 -0.1 0.4 -0.1153
N -1.6320 0.4941 1.4491 0.1 0.6 0.1 0.0593
C -1.4658 1.7424 0.8774 0.0 -0.4 0.3 -0.3504
O -0.7542 2.5855 1.4014 0.0 0.2 -0.1 0.0654
C -2.1811 1.9638 -0.3550 -0.1 0.6 -0.4 -0.1414
C -2.2273 3.0798 -1.1683 0.1 -0.3 0.4 0.0000
C -3.0541 2.7611 -2.2536 0.0 -0.1 0.0 -0.0552
C -3.4892 1.4694 -2.0826 -0.2 0.1 -0.4 -0.0515
N -2.9615 0.9834 -0.9316 0.2 0.5 0.1 0.0119
C -3.0869 -0.2590 -0.3423 -0.1 -0.9 0.5 -0.1085
C -3.8405 -1.2952 -0.8773 0.2 0.2 0.2 0.0116
C -3.9006 -2.5045 -0.2038 0.1 0.0 0.0 -0.0577
C -3.2026 -2.6263 0.9865 -0.2 -0.1 -0.2 -0.1486
N -2.4750 -1.6540 1.5041 0.2 0.3 0.0 0.1363
C -2.3993 -0.4893 0.8732 -0.6 -0.5 -0.6 -0.2042
C 2.8811 -0.5702 -1.2262 -0.4 -0.2 0.0 -0.2315
O 4.1204 -0.0565 -1.4141 -0.3 0.1 -0.1 -0.0861
C 5.2274 -0.7814 -0.9299 0.2 -0.1 0.2 -0.0725
C 2.6313 -1.8851 -0.8720 0.2 -0.1 0.0 0.0732
H 0.0766 -5.2168 0.1654 -0.1 0.0 0.0 0.0941
H -0.6081 -3.6291 0.5999 0.0 0.0 0.0 0.0752
H -0.6704 -4.2007 -1.0914 0.0 0.0 0.0 0.0956
H -0.7592 -1.8660 -0.9839 -0.1 -0.1 0.0 0.0879
H -0.3091 0.4753 -1.5425 -0.1 0.1 0.0 0.1039
H 1.1047 2.2778 -1.8572 0.0 0.0 -0.1 0.1086
H 2.7057 1.9116 -2.5334 0.0 0.1 -0.1 0.1193
H 2.7971 3.4874 -0.5712 0.1 -0.1 0.0 0.1201
H 3.7511 1.9970 -0.3466 -0.1 0.2 0.0 0.1134
H 1.1287 2.4899 0.9208 0.1 -0.1 0.1 0.1041
H 1.0082 1.8694 3.0372 0.0 0.0 0.1 0.1018
H 2.1227 0.6599 3.6963 0.0 0.1 -0.1 0.1180
H 0.6638 -0.4627 1.4211 0.0 -0.1 0.0 0.1013
H 0.7634 -1.0617 3.0627 0.0 0.0 0.0 0.1152
H -1.4753 -0.6077 3.1697 0.1 0.2 0.0 0.1092
H -1.0018 1.1057 3.3153 0.0 -0.1 -0.1 0.1269
H -1.7207 4.0051 -0.9836 0.1 0.2 0.1 0.1151
H -3.3047 3.4042 -3.0734 -0.1 0.1 -0.2 0.1002
H -4.1320 0.8834 -2.7076 -0.1 -0.2 -0.1 0.1153
H -4.3715 -1.1585 -1.8062 0.0 0.0 -0.1 0.1110
H -4.4760 -3.3270 -0.5954 -0.1 -0.1 0.0 0.1035
H -3.2183 -3.5434 1.5589 -0.1 -0.1 0.0 0.1113
H 6.0921 -0.1409 -1.0972 0.0 -0.1 0.0 0.0959
H 5.1176 -0.9738 0.1401 0.0 0.0 0.0 0.0935
H 5.3654 -1.7222 -1.4725 0.0 0.0 0.0 0.0915
H 3.4283 -2.5785 -0.6642 0.1 -0.1 0.0 0.1197
```
Forces are in eV/Å.

Formula: C17H8Cl5FeN4S3Se
Source: OMol25
Level of theory: ωB97M-V/def2-TZVPD

Output
- ΔE to the lowest compared entry with this formula, charge and spin (kcal/mol) = 0.0
- frontier orbital gap (spin up / spin down) (hartree) = 0.2188 / 0.2388
- spin multiplicity = 6
- LUMO energy (spin up / spin down) (eV) = 4.1 / 4.1
- charge = -2
- max |F| (eV/A) = 0.9

```
39
Properties=species:S:1:pos:R:3:forces:R:3:mulliken_spin:R:1
Fe 0.3317 -0.6036 0.2735 -0.6 -0.3 0.7 4.0466
S -3.6174 -1.2302 2.9543 -0.1 0.0 0.0 0.0538
C -2.2215 -1.0892 2.0809 0.4 0.0 -0.2 -0.0449
S -0.6140 -1.2228 2.6638 0.0 0.1 0.1 0.3298
S -2.1206 -0.7880 0.3778 -0.2 0.0 -0.1 0.3230
Cl -0.5751 2.5887 -0.5465 0.0 0.0 0.0 0.0052
C -0.4365 1.5188 -1.9118 0.0 -0.1 0.0 -0.1046
C -0.2133 0.1641 -1.6845 0.4 0.2 -0.2 0.2041
C -0.1930 -0.6238 -2.8320 -0.1 0.0 0.1 -0.0717
Cl -0.0627 -2.3492 -2.6580 0.0 0.0 0.0 0.0075
C -0.3193 -0.1141 -4.1216 0.0 0.1 0.0 -0.0037
Cl -0.2623 -1.1464 -5.5091 0.0 -0.1 0.0 0.0023
C -0.4978 1.2536 -4.2966 0.0 0.0 0.0 -0.0004
Cl -0.6530 1.9177 -5.8860 0.0 0.0 -0.1 -0.0001
C -0.5735 2.0781 -3.1801 0.0 0.0 0.0 -0.0035
Cl -0.8343 3.7751 -3.3953 0.0 0.1 0.0 0.0021
C 4.7522 0.2542 0.6784 0.1 0.0 0.1 -0.0012
C 3.8182 0.3049 -0.4333 -0.2 0.0 0.0 -0.0041
N 3.0079 0.3143 -1.2452 0.2 0.1 -0.3 0.0115
H 4.1907 0.0379 1.5868 0.0 0.0 0.0 -0.0002
H 5.2450 1.2165 0.8006 0.0 0.0 0.0 0.0002
H 5.4851 -0.5333 0.5112 0.0 0.0 0.0 0.0001
N 2.4095 4.6404 3.2839 0.0 0.0 0.0 0.0042
C 2.5812 3.6392 2.7249 0.1 0.0 0.0 -0.0021
N 2.9180 2.5281 2.0931 -0.2 0.1 0.0 0.0127
C 2.0130 1.6878 1.7202 0.0 -0.2 -0.1 0.0222
N 1.3220 0.8352 1.3334 0.2 0.1 -0.1 0.0165
Se 1.9162 -2.5394 0.2997 -0.2 0.0 0.0 0.1656
C 0.7914 -4.0710 0.0264 0.2 -0.1 -0.1 0.0011
C -0.4566 -4.2378 0.6207 0.0 0.1 0.0 0.0081
C -1.2145 -5.3702 0.3606 0.0 0.0 0.0 -0.0025
C -0.7451 -6.3628 -0.4884 0.0 0.0 0.0 0.0071
C 0.4990 -6.2059 -1.0852 0.0 0.0 0.0 -0.0014
C 1.2538 -5.0703 -0.8340 0.0 0.0 0.0 0.0050
H -0.8377 -3.4735 1.2850 0.0 0.0 0.0 0.0125
H -2.1875 -5.4661 0.8277 0.0 0.0 0.0 -0.0002
H -1.3462 -7.2417 -0.6909 0.0 0.0 0.0 0.0008
H 0.8804 -6.9629 -1.7617 0.0 0.0 0.0 -0.0004
H 2.2147 -4.9412 -1.3174 0.0 0.0 0.0 -0.0011
```
Forces are in eV/Å.

The evaluated energy for the records listed, in turn: -48139.3439 -64786.7698 -39461.7156 -218573.0082 eV.